# 1
Computed, not measured: a structure of composition C3H3BrCl2, with the ωB97M-V functional and the def2-TZVPD basis.

Kohn-Sham gap, eV: 7.4
Calculated total energy, eV: -98240.3533

The geometry in XYZ format:
```
9
Properties=species:S:1:pos:R:3:forces:R:3
C -2.03224 0.23642 -0.18484 1.135 -0.182 1.610
C 1.64204 -0.26576 -0.85093 0.012 0.574 -0.120
C -0.85667 0.12478 0.81734 -1.873 1.451 -3.586
Cl 2.80874 -0.05573 0.35017 0.424 0.411 0.560
Cl 1.77539 -1.82741 -1.41971 -0.116 -1.049 -0.623
Br -1.62994 1.66442 -1.30453 -0.128 0.366 -0.308
H -1.05049 -0.49521 1.61072 -0.419 -1.399 1.909
H -0.34966 -0.41423 0.00253 0.626 -0.471 0.182
H -0.30716 1.03272 0.97926 0.339 0.300 0.375
```
Forces are in eV/Å.

Löwdin atomic charge list, values in e, 6 entries: -0.488, -1.044, -0.287, 0.547, 0.572, 0.637


# 2
Computed, not measured: a cluster of 2 separate species, C3H3BrCl2O in total, with the ωB97M-V functional and the def2-TZVPD basis.

Kohn-Sham gap (spin up / spin down), eV: 6.6 / 9.2
Calculated total energy, eV: -100291.2971

The geometry in XYZ format:
```
10
Properties=species:S:1:pos:R:3:forces:R:3
C -1.76630 -1.59447 -0.31241 0.692 -1.994 0.378
C 1.53373 0.38487 -0.05480 0.126 0.056 -0.057
C 0.25275 0.95045 0.41762 -0.326 -0.254 -0.063
O -1.62113 -2.75546 -0.15798 -0.024 1.659 -0.157
Cl -3.20076 -0.78579 -0.81304 -0.568 0.450 -0.196
Cl -0.14323 0.87796 2.07323 0.042 0.071 0.021
Br -0.65298 2.20473 -0.62241 0.034 0.076 0.033
H 1.70627 -0.58370 0.41165 0.006 -0.052 0.006
H 2.38132 1.03362 0.19564 0.007 0.024 0.014
H 1.51033 0.26780 -1.13750 0.012 -0.036 0.021
```
Forces are in eV/Å.

Löwdin atomic charge list, values in e, 6 entries: -0.637, -0.226, -1.279, 0.018, 0.623, 0.600


# 3
Computed, not measured: a cluster of 2 separate species, C3H3BrClNO in total, with the ωB97M-V functional and the def2-TZVPD basis.

SMILES: O=C=NBr.C=CCl
Kohn-Sham gap, eV: 8.9
Calculated total energy, eV: -89259.5281

The geometry in XYZ format:
```
10
Properties=species:S:1:pos:R:3:forces:R:3
C -2.61796 -1.35619 0.75484 -0.687 2.708 -0.920
C 0.41279 -1.04192 0.95704 -0.098 4.525 0.056
C 0.05585 -0.87540 -0.30352 1.501 -0.933 -0.641
N -2.61811 -0.40256 -0.01411 -0.265 -0.548 0.021
O -2.44521 -2.21949 1.49426 0.098 -1.162 0.485
Cl 0.03231 -2.24060 -1.41561 -0.274 -0.353 0.298
Br -3.67938 1.07531 -0.34346 0.300 -0.943 0.419
H 0.59839 -0.17752 1.69264 -0.539 -1.105 -1.557
H 0.60128 -1.93764 1.37597 0.363 -3.120 1.041
H 0.03585 -0.04881 -0.98452 -0.399 0.933 0.800
```
Forces are in eV/Å.

Löwdin atomic charge list, values in e, 6 entries: -0.471, -0.083, -0.637, -0.414, 0.183, 0.568


Computed F_max (eV/A) in order:
4.3, 2.1, 4.5